1.
99
Properties=species:S:1:pos:R:3:forces:R:3:lowdin_charge:R:1 method="wB97M-V/def2-TZVPD" e_tot_ev=-107747.1053 charge=-1 spin_multiplicity=1
C 5.7336 -1.3318 2.0164 -0.44 -0.29 0.14 -0.1079
C 4.9590 -1.5316 0.7112 0.19 0.50 -0.30 -0.2730
C 4.5901 -0.1962 0.0414 0.25 0.01 0.21 -0.2211
C 3.9328 0.8378 0.9683 -0.33 -0.35 -0.24 -0.2752
N 2.8698 0.2531 1.8060 0.07 0.87 -0.08 -0.1219
C 1.6051 1.0490 1.7913 -0.30 -0.67 0.47 -0.2048
C 0.3768 0.1934 1.9476 1.38 -0.06 -0.23 -0.4272
C 0.4702 -1.2229 1.3971 -0.46 -0.25 0.27 -0.0766
F -0.7381 0.8182 1.2290 -0.49 0.02 0.16 -0.1484
H 6.3671 -2.1930 2.2357 0.10 0.07 -0.02 0.0553
H 5.0287 -1.2335 2.8444 0.05 0.11 0.02 0.0614
H 6.3320 -0.4206 1.9918 0.16 -0.06 -0.06 0.0675
H 4.0491 -2.1085 0.8770 0.04 -0.07 0.11 0.0928
H 5.6006 -2.0747 0.0093 -0.09 -0.12 0.02 0.0656
H 3.9340 -0.3668 -0.8167 -0.04 -0.13 0.03 0.0960
H 5.5235 0.2339 -0.3496 -0.08 0.07 -0.09 0.0966
H 4.7032 1.3484 1.5613 0.00 -0.08 0.11 0.0946
H 3.4548 1.6005 0.3513 0.06 0.07 0.01 0.0800
H 3.2385 0.2849 2.7527 -0.03 -0.25 -0.01 0.0750
H 1.6306 1.7164 2.6684 -0.03 0.16 -0.22 0.0110
H 0.0141 0.1486 2.9882 -0.44 0.16 -0.11 0.0978
H 1.4750 -1.6269 1.4984 0.08 0.14 -0.04 0.0453
H 0.1605 -1.2581 0.3532 0.16 0.12 -0.08 0.0601
H -0.2189 -1.8836 1.9385 0.00 0.02 -0.08 0.0597
C -4.7194 0.4667 -0.3064 -0.03 -0.10 -0.06 -0.2183
C -5.4910 -0.8564 -0.2123 0.00 0.03 0.00 -0.2157
C -4.8895 -1.8054 -1.2530 -0.26 -0.02 0.15 -0.2289
S -3.1681 -1.3023 -1.4503 -0.09 0.05 0.19 0.6628
O -3.0031 -0.8262 -2.8055 0.04 -0.10 -0.07 -0.3329
O -2.3153 -2.3410 -0.9323 0.06 -0.03 -0.17 -0.3254
C -3.2417 0.0894 -0.3313 -0.24 0.06 0.02 -0.2211
H -4.9403 1.1283 0.5280 0.04 0.05 -0.02 0.1104
H -4.9874 0.9937 -1.2245 0.02 0.04 0.02 0.1208
H -5.3700 -1.2803 0.7870 0.03 0.00 -0.01 0.1145
H -6.5586 -0.7164 -0.3834 0.00 -0.01 0.01 0.1096
H -4.9085 -2.8474 -0.9418 0.07 -0.02 -0.07 0.0974
H -5.3737 -1.6970 -2.2225 0.06 0.04 -0.02 0.0807
H -2.5903 0.8741 -0.6988 0.13 -0.06 -0.03 0.0881
H -2.8887 -0.2501 0.6403 0.14 0.00 -0.02 0.1049
C -0.3731 4.5351 0.1746 0.08 0.04 -0.10 -0.2160
C -1.1487 5.7186 0.7626 -0.02 -0.03 0.01 -0.2230
C -2.4352 5.8834 -0.0578 0.13 0.20 0.19 -0.2279
S -2.8255 4.2408 -0.6849 0.22 -0.07 0.21 0.6609
O -2.7431 4.2750 -2.1273 -0.17 -0.03 -0.04 -0.3350
O -4.0286 3.7557 -0.0407 -0.10 -0.02 -0.18 -0.3476
C -1.3905 3.4196 -0.0127 0.08 0.12 0.01 -0.2390
H 0.4312 4.2045 0.8266 -0.01 -0.08 -0.02 0.0874
H 0.0604 4.8081 -0.7917 -0.03 0.01 0.00 0.1206
H -1.3976 5.4991 1.8028 0.02 -0.03 0.00 0.1051
H -0.5583 6.6353 0.7535 -0.01 0.01 0.01 0.1091
H -3.2776 6.2354 0.5337 -0.06 -0.04 -0.08 0.0934
H -2.2921 6.5312 -0.9210 -0.02 -0.07 -0.05 0.0967
H -1.0578 2.6383 -0.6902 -0.05 -0.04 0.01 0.1026
H -1.6760 2.9802 0.9410 0.02 -0.08 -0.02 0.1014
C 5.7820 -7.1177 -1.5615 -0.03 0.04 0.01 -0.2275
C 5.3202 -5.8394 -2.2740 0.02 -0.01 0.04 -0.2147
C 5.1730 -4.7479 -1.2079 -0.11 -0.02 -0.25 -0.2205
S 6.3387 -5.1617 0.0972 -0.02 0.08 -0.10 0.6487
O 5.6033 -5.4869 1.2918 0.09 0.02 0.06 -0.3164
O 7.4147 -4.2051 0.1232 0.02 -0.05 0.13 -0.3251
C 6.9181 -6.6908 -0.6386 -0.03 -0.20 -0.14 -0.2379
H 6.1075 -7.8816 -2.2671 -0.01 0.00 0.00 0.1102
H 4.9615 -7.5320 -0.9716 0.01 0.00 0.01 0.1180
H 6.0715 -5.5405 -3.0082 0.01 0.00 0.01 0.1148
H 4.3828 -5.9900 -2.8075 0.00 0.01 0.00 0.1129
H 5.4129 -3.7550 -1.5779 -0.01 0.03 0.09 0.0958
H 4.1813 -4.7412 -0.7602 0.03 0.02 0.08 0.1109
H 7.1375 -7.4006 0.1554 0.01 0.08 0.07 0.1036
H 7.8243 -6.4597 -1.1983 0.00 0.03 0.02 0.1038
C -5.6677 -3.7848 -5.7941 0.02 0.06 -0.04 -0.2193
C -4.9321 -2.4792 -5.4652 -0.03 -0.04 0.02 -0.2055
C -5.7015 -1.3356 -6.1365 0.24 -0.02 0.09 -0.2099
S -7.4114 -1.8791 -6.2340 0.03 0.02 0.11 0.6586
O -7.7757 -2.0312 -7.6222 -0.06 0.04 0.00 -0.3307
O -8.2348 -1.0993 -5.3440 -0.07 0.00 -0.11 -0.3297
C -7.1446 -3.5062 -5.5367 0.13 -0.19 0.04 -0.2354
H -5.3084 -4.6149 -5.1874 0.01 0.00 0.00 0.1143
H -5.5175 -4.0457 -6.8443 -0.02 -0.02 0.00 0.1168
H -4.9158 -2.3259 -4.3858 0.04 0.01 -0.01 0.0899
H -3.8966 -2.5016 -5.7987 0.01 0.03 0.03 0.1207
H -5.6634 -0.4110 -5.5659 -0.06 0.02 -0.03 0.1065
H -5.3628 -1.1560 -7.1549 -0.09 -0.02 -0.03 0.1034
H -7.8226 -4.2092 -6.0151 -0.07 0.08 -0.03 0.1039
H -7.3603 -3.4410 -4.4704 -0.01 0.03 0.00 0.1045
C 0.8755 6.1976 5.8337 -0.01 -0.03 -0.02 -0.2279
C 0.7382 4.9030 6.6466 0.02 -0.01 -0.03 -0.2192
C 0.7291 3.7355 5.6524 -0.13 0.03 0.26 -0.2137
S 1.6792 4.2825 4.2267 0.34 -0.26 0.00 0.6486
O 0.8042 4.3543 3.0899 -0.07 0.25 0.07 -0.3106
O 2.9272 3.5719 4.1715 -0.01 0.07 -0.02 -0.3136
C 1.9948 5.9423 4.8295 -0.18 0.23 0.13 -0.2320
H 1.0961 7.0552 6.4691 -0.01 0.00 0.00 0.1095
H -0.0572 6.4035 5.3033 0.01 0.01 -0.01 0.1159
H 1.5917 4.8066 7.3212 0.01 0.00 -0.02 0.1135
H -0.1639 4.9030 7.2577 0.00 0.00 0.01 0.1094
H 1.1981 2.8387 6.0480 0.01 -0.05 -0.11 0.1037
H -0.2734 3.5024 5.2987 0.03 0.00 -0.08 0.1058
H 1.9967 6.6279 3.9853 0.03 -0.08 -0.06 0.1043
H 2.9727 5.9320 5.3095 0.01 -0.03 -0.02 0.1033

2.
101
Properties=species:S:1:pos:R:3:forces:R:3:lowdin_charge:R:1 method="wB97M-V/def2-TZVPD" e_tot_ev=-93042.2791 charge=-1 spin_multiplicity=1
C 7.3350 -5.4158 -1.2361 -0.32 -0.11 0.19 -0.0041
C 6.4503 -5.3930 -2.4658 -0.10 0.06 0.19 -0.4877
O 6.2777 -6.4177 -3.0955 0.41 0.28 -0.16 0.0611
N 5.9506 -4.1386 -2.8810 -0.47 -1.01 -0.25 -0.0203
C 5.5092 -4.2223 -4.2767 0.08 -0.03 -0.22 -0.0756
C 4.9587 -3.4948 -1.9275 0.73 0.72 0.13 -0.3237
C 5.6978 -2.4317 -1.0593 0.12 0.12 0.03 -0.0923
C 7.1286 -2.0244 -1.4579 0.00 0.31 0.18 -0.1030
C 7.1840 -1.1191 -2.6593 -0.14 -0.02 -0.22 -0.4964
O 7.2683 -1.4379 -3.8149 0.25 0.06 0.16 0.1024
O 7.1247 0.2196 -2.3138 0.48 -0.27 0.42 0.0579
N 3.9279 -2.8417 -2.7299 -0.04 -0.13 0.09 0.0067
C 2.7455 -2.4391 -1.9889 -0.25 0.45 -0.19 -0.2158
C 1.7509 -1.7581 -2.9305 -0.17 -0.65 0.02 -0.1704
C 0.5372 -1.1854 -2.1830 0.03 -0.05 -0.36 -0.3490
C -0.1351 -0.0610 -2.9926 0.48 0.07 0.01 -0.0698
C -0.4163 -2.3460 -1.7775 -0.03 0.44 0.52 -0.1577
C -1.9158 -2.0926 -1.9798 -0.33 -0.12 -0.19 -0.2048
C -2.7158 -3.1691 -1.2946 -0.25 0.26 -0.02 -0.0894
C -3.6705 -3.8916 -1.8814 -0.18 0.06 0.11 -0.3554
C -4.3822 -3.4399 -3.1369 0.24 -0.34 -0.07 -0.0717
C -4.1095 -5.2242 -1.3335 -0.02 0.27 0.06 -0.0786
C 4.3106 -4.6257 -1.0165 0.11 0.31 0.01 -0.6934
O 4.7728 -4.7326 0.1328 0.17 0.06 0.44 -0.0447
O 3.4404 -5.2924 -1.5738 -0.54 -0.45 -0.43 -0.0056
H 7.1288 -4.6105 -0.5386 0.03 0.01 -0.04 0.0570
H 8.3784 -5.3907 -1.5642 -0.05 0.04 -0.05 0.0832
H 7.1469 -6.3563 -0.7206 0.08 0.02 0.00 0.0871
H 6.2495 -4.8080 -4.8210 0.04 0.05 0.06 0.0817
H 5.4915 -3.2290 -4.7230 -0.14 -0.01 0.11 0.0664
H 4.5470 -4.7226 -4.3907 -0.02 0.11 0.05 0.0894
H 5.1211 -1.4991 -1.0632 -0.16 -0.14 0.06 0.1101
H 5.7069 -2.7757 -0.0259 0.08 -0.11 -0.05 0.1038
H 7.5381 -1.4487 -0.6242 0.00 -0.02 -0.03 0.1159
H 7.7930 -2.8662 -1.6346 -0.21 -0.09 -0.17 0.1014
H 7.7170 0.6784 -2.9215 -0.43 0.13 -0.37 0.1052
H 4.3295 -2.0055 -3.1453 0.03 -0.06 -0.08 0.1103
H 2.9631 -1.7266 -1.1727 0.06 -0.13 0.08 0.1187
H 2.2712 -3.3229 -1.5652 0.17 -0.03 0.09 0.1127
H 2.2488 -1.0121 -3.5588 0.03 0.14 0.21 0.1048
H 1.3911 -2.5435 -3.6069 0.08 0.18 -0.20 0.1195
H 0.9109 -0.7349 -1.2579 -0.01 0.08 -0.06 0.1269
H -0.8958 -0.4176 -3.6869 -0.05 0.01 0.07 0.0704
H -0.5461 0.6971 -2.3262 -0.32 -0.07 -0.08 0.0523
H 0.6277 0.4408 -3.5953 -0.05 0.03 0.04 0.0683
H -0.2679 -2.5385 -0.7097 0.07 -0.14 -0.07 0.1116
H -0.1329 -3.2657 -2.2948 -0.04 0.01 0.00 0.1190
H -2.1986 -1.0813 -1.6682 0.08 -0.05 0.18 0.1158
H -2.1455 -2.1656 -3.0463 0.03 0.19 0.02 0.0985
H -2.5055 -3.3574 -0.2430 0.52 -0.41 -0.18 0.1062
H -5.4090 -3.8147 -3.1082 0.02 0.04 -0.03 0.0709
H -4.4208 -2.3537 -3.1991 0.06 -0.03 -0.10 0.0734
H -3.9273 -3.8392 -4.0495 -0.01 0.06 -0.01 0.0824
H -5.1754 -5.2608 -1.0890 0.02 -0.01 0.00 0.0703
H -3.5138 -5.4947 -0.4618 -0.11 -0.03 0.04 0.0719
H -3.9221 -5.9766 -2.1067 -0.06 -0.05 0.08 0.0817
O -2.1963 2.1915 -0.5500 0.06 -0.11 -0.03 -0.2836
S -1.1885 3.1485 -0.1971 -0.07 0.20 0.04 0.5494
O 0.1661 2.7217 -0.0287 0.00 -0.11 -0.07 -0.2723
O -1.6654 3.9340 1.0918 0.00 0.09 -0.02 -0.2675
C -2.0619 3.1427 2.2400 -0.14 -0.24 0.36 -0.2389
C -0.8765 2.5833 2.9939 0.20 -0.02 -0.11 -0.0691
C -1.2315 4.5015 -1.3188 -0.01 0.02 -0.05 -0.1208
H -2.7357 2.3507 1.9110 0.03 0.01 -0.08 0.1133
H -2.6345 3.8263 2.8632 0.04 0.14 -0.12 0.1192
H -0.3435 1.8433 2.3978 -0.01 0.00 0.00 0.0746
H -1.2194 2.1023 3.9078 -0.06 0.03 0.00 0.0533
H -0.1693 3.3744 3.2453 -0.04 0.03 0.02 0.0852
H -2.2561 4.8467 -1.4178 0.00 0.02 0.03 0.0648
H -0.8541 4.1284 -2.2689 0.01 -0.04 0.02 0.0757
H -0.5919 5.2919 -0.9364 -0.01 0.00 0.02 0.0746
O -3.6678 6.7823 2.2954 0.10 -0.04 0.00 -0.2701
S -3.7443 7.5164 1.0694 -0.10 0.05 -0.02 0.5631
O -2.7222 7.3610 0.0799 0.03 -0.08 0.02 -0.2748
O -3.9166 9.0592 1.4100 -0.03 0.00 -0.07 -0.2645
C -2.9609 9.6441 2.3267 0.21 0.16 0.25 -0.2490
C -1.6230 9.9237 1.6760 -0.01 -0.12 -0.13 -0.0720
C -5.3146 7.2687 0.3197 -0.06 0.01 -0.01 -0.1180
H -2.8585 8.9949 3.1970 -0.04 -0.08 -0.06 0.1135
H -3.4317 10.5681 2.6561 -0.10 -0.02 -0.08 0.1200
H -1.1085 9.0014 1.4116 0.00 0.00 0.02 0.0726
H -0.9922 10.4841 2.3666 -0.03 0.02 0.02 0.0814
H -1.7548 10.5053 0.7638 0.00 0.05 0.03 0.0845
H -6.0879 7.4219 1.0668 0.01 0.00 0.01 0.0750
H -5.3285 6.2429 -0.0425 0.03 -0.01 0.02 0.0790
H -5.4201 7.9656 -0.5072 0.02 -0.01 -0.01 0.0751
O -2.8479 0.5648 4.7761 -0.11 0.07 0.01 -0.2837
S -3.4646 -0.7288 4.8154 0.10 -0.15 0.02 0.5714
O -4.8044 -0.8807 4.3384 -0.01 0.07 -0.02 -0.2720
O -3.3653 -1.2884 6.3008 0.00 -0.06 -0.03 -0.2627
C -3.8319 -0.4308 7.3659 -0.08 0.20 0.27 -0.2525
C -5.3422 -0.3978 7.4701 -0.04 -0.03 -0.16 -0.0742
C -2.4237 -1.9155 4.0464 0.04 -0.02 -0.01 -0.1110
H -3.4149 0.5679 7.2294 0.01 -0.02 -0.10 0.1123
H -3.3919 -0.8525 8.2673 0.05 -0.09 -0.07 0.1205
H -5.7897 0.0915 6.6066 0.01 0.01 0.00 0.0716
H -5.6339 0.1493 8.3673 0.03 -0.01 0.02 0.0793
H -5.7437 -1.4095 7.5246 0.01 0.00 0.06 0.0842
H -1.4172 -1.8096 4.4409 0.00 0.01 0.00 0.0798
H -2.4407 -1.7027 2.9793 -0.02 0.02 0.00 0.0797
H -2.8229 -2.9070 4.2415 -0.02 0.00 -0.01 0.0778

3.
102
Properties=species:S:1:pos:R:3:forces:R:3:lowdin_charge:R:1 method="wB97M-V/def2-TZVPD" e_tot_ev=-113220.2924 smiles="O=S1(=O)CCCC1.O=S1(=O)CCCC1.O=S1(=O)CCCC1.O=S1(=O)CCCC1.O=S1(=O)CCCC1.CCOC(=O)OC.CNC(C)=O" spin_multiplicity=1
O 1.9518 -2.3917 -2.1033 0.16 -0.09 -0.42 -0.3279
S 3.2939 -1.8610 -2.0081 -0.03 0.75 0.77 0.6680
O 4.0976 -2.2685 -0.8873 0.29 -0.17 0.12 -0.3289
C 4.2200 -2.0266 -3.5367 -0.82 -0.88 0.17 -0.2236
C 3.8010 -0.8171 -4.3503 1.56 0.63 -0.25 -0.2098
C 3.8903 0.3574 -3.3453 -0.53 0.37 -0.65 -0.2191
C 3.1508 -0.0316 -2.0955 -0.63 -1.42 0.55 -0.2018
H 3.9910 -3.0109 -3.9457 -0.13 0.11 -0.13 0.1120
H 5.2631 -2.0422 -3.2261 0.07 0.34 -0.13 0.1099
H 4.5906 -0.6232 -5.0828 -0.19 -0.13 -0.18 0.1182
H 2.8813 -0.8895 -4.9213 -0.28 -0.31 0.42 0.1013
H 3.4477 1.2734 -3.7422 0.19 0.00 -0.14 0.1097
H 4.9564 0.5338 -3.2074 -0.05 0.13 0.44 0.1204
H 2.0617 -0.0015 -2.1675 0.06 0.66 -0.36 0.0701
H 3.4141 0.4022 -1.1348 0.37 0.01 -0.08 0.1045
O 2.2771 7.2633 -0.1485 0.01 0.43 -0.12 -0.3214
S 2.1304 5.9042 -0.5871 0.09 -0.89 0.21 0.6647
O 1.2149 5.5598 -1.6405 0.01 0.11 -0.27 -0.3227
C 3.7952 5.2321 -0.8838 0.27 1.27 -0.68 -0.2249
C 3.9149 4.0247 -0.0187 -0.17 -1.65 0.97 -0.2311
C 3.1474 4.3075 1.2794 -0.10 0.54 0.25 -0.2137
C 1.8087 4.8752 0.8400 -0.86 -0.16 0.08 -0.2345
H 4.3938 6.0995 -0.5891 0.28 -0.37 0.43 0.1022
H 4.0286 5.1195 -1.9417 -0.49 -0.31 -0.06 0.1053
H 3.4291 3.1286 -0.4285 -0.19 0.37 -0.51 0.1102
H 4.9121 3.6354 0.1955 0.27 0.64 -0.11 0.1174
H 3.6681 5.0528 1.8883 0.09 -0.09 -0.02 0.1189
H 2.9781 3.4200 1.8870 0.16 -0.09 -0.08 0.1064
H 1.2627 5.4823 1.5614 0.32 0.14 0.10 0.1082
H 1.1077 4.0921 0.5404 0.24 -0.11 -0.21 0.0947
O -3.0739 -1.8862 -2.9911 0.03 0.20 -0.44 -0.3246
S -4.2762 -2.6413 -2.7298 0.65 -0.17 1.22 0.6501
O -4.5628 -3.8538 -3.4342 -0.08 -0.24 -0.77 -0.3195
C -4.2816 -3.0117 -0.9680 -0.68 -0.19 -0.88 -0.2271
C -4.6938 -1.6994 -0.3491 0.30 0.30 -0.23 -0.2059
C -5.6762 -0.9395 -1.2716 -0.34 0.25 -0.28 -0.1894
C -5.6759 -1.5260 -2.6937 0.38 -0.64 0.51 -0.2080
H -3.3020 -3.3673 -0.6660 0.06 -0.05 -0.08 0.1073
H -5.0136 -3.8204 -0.9321 -0.04 0.03 0.48 0.1038
H -5.1108 -1.8417 0.6437 0.18 0.23 0.15 0.1069
H -3.7823 -1.1014 -0.3419 -0.04 0.07 0.61 0.1007
H -5.4130 0.1150 -1.3154 0.01 0.00 0.14 0.1150
H -6.6975 -1.0024 -0.8984 0.04 0.04 0.11 0.1089
H -5.5112 -0.8313 -3.5111 -0.31 0.12 0.00 0.1076
H -6.5450 -2.1701 -2.8016 -0.06 0.13 -0.52 0.1029
O 1.2231 -1.1970 5.1951 0.15 -0.20 0.01 -0.3303
S 2.0231 -0.5367 6.1991 -0.43 0.41 -0.41 0.6706
O 2.6294 -1.2837 7.2653 0.04 -0.18 0.03 -0.3148
C 3.2577 0.5088 5.4082 0.18 -0.77 0.63 -0.2304
C 2.5889 1.8297 5.1605 -0.84 0.20 -0.36 -0.2238
C 1.6694 2.1265 6.3542 0.85 0.61 1.10 -0.2113
C 1.0511 0.8187 6.8515 -0.67 0.50 0.25 -0.2202
H 3.6587 -0.0028 4.5368 -0.08 -0.02 -0.05 0.1065
H 4.0198 0.5494 6.1901 0.17 0.27 -0.20 0.1082
H 3.3460 2.5888 4.9758 -0.20 0.22 0.03 0.1162
H 1.9103 1.7706 4.3033 0.41 -0.10 -0.30 0.1127
H 0.9218 2.8946 6.1647 -0.15 -0.24 -0.43 0.1141
H 2.2456 2.5795 7.1715 0.18 -0.27 -0.09 0.1146
H 0.0195 0.7511 6.5089 0.11 -0.44 -0.24 0.1063
H 1.0155 0.7403 7.9360 0.24 -0.04 0.00 0.1028
O -2.0266 2.8579 -6.1113 0.03 0.27 0.42 -0.3295
S -1.7928 1.9582 -5.0043 0.44 -0.70 -1.04 0.6628
O -2.6679 1.9163 -3.8732 -0.44 0.22 0.53 -0.3230
C -1.6436 0.3153 -5.7443 -0.21 0.17 1.20 -0.2194
C -0.1400 0.1534 -5.9630 -0.44 -1.26 -0.46 -0.2116
C 0.4712 0.6652 -4.6548 -0.04 0.30 -0.36 -0.2227
C -0.0476 2.0876 -4.4561 -1.27 -0.32 -0.64 -0.1868
H -2.4245 0.2278 -6.4940 0.51 0.15 -0.58 0.1090
H -1.9180 -0.4018 -4.9625 -0.06 0.15 0.08 0.0865
H 0.0160 -0.9281 -6.0386 0.28 0.09 -0.02 0.1158
H 0.2554 0.5632 -6.8922 -0.07 0.50 0.19 0.1199
H 1.5558 0.6590 -4.6800 0.03 -0.07 0.08 0.0759
H 0.0986 -0.0204 -3.8908 0.25 0.20 0.28 0.1091
H 0.3473 2.7580 -5.2177 0.40 0.22 0.40 0.1040
H -0.1005 2.4881 -3.4489 0.39 0.11 0.01 0.0956
C -0.9576 -3.3428 3.1332 -0.35 -0.21 -0.19 -0.0601
C -2.3619 -3.8117 3.4686 0.61 -0.44 0.48 -0.2203
O -3.2482 -2.6981 3.5762 -0.27 0.37 -0.27 0.0382
C -4.5844 -2.8379 3.5501 0.85 0.89 0.73 -0.6258
O -5.3062 -1.9776 3.9768 -0.12 -0.22 -0.30 0.1361
O -4.9583 -3.9870 3.0275 -0.20 -0.81 -0.26 -0.0207
C -6.3589 -4.2550 3.0711 -0.26 -0.26 -0.52 -0.0265
H -0.2928 -4.1816 3.3451 0.11 0.06 -0.02 0.0877
H -0.6578 -2.5010 3.7538 0.01 0.06 -0.08 0.0667
H -0.8717 -3.1161 2.0698 0.06 0.26 0.07 0.0645
H -2.3003 -4.2824 4.4549 -0.31 -0.07 -0.04 0.1283
H -2.6968 -4.5554 2.7499 -0.22 0.10 -0.06 0.1189
H -6.4825 -5.2360 2.6176 0.09 -0.05 0.14 0.0950
H -6.9016 -3.5443 2.4480 -0.01 0.17 0.27 0.0961
H -6.7302 -4.2628 4.0920 0.00 0.16 0.01 0.1026
C 1.7160 -0.9874 1.9615 1.35 -0.38 -0.20 -0.0616
N 0.8062 -0.8777 0.8592 -1.34 -0.19 -0.03 0.0193
C 0.2739 0.2555 0.3368 2.07 -0.07 -1.24 -0.5262
C -0.4525 0.0266 -0.9783 -0.32 0.12 -0.07 0.0080
O 0.6414 1.3741 0.6691 -0.49 0.25 0.64 0.0214
H 1.4586 -1.7199 2.7237 -0.60 0.25 0.03 0.0581
H 1.9156 -0.0174 2.4066 -0.31 0.06 0.01 0.0709
H 2.6699 -1.3623 1.5614 0.04 0.20 0.05 0.0845
H 0.5047 -1.7156 0.3899 0.21 -0.18 0.15 0.1231
H -1.5067 -0.2013 -0.8235 -0.05 0.08 -0.17 0.0753
H -0.0050 -0.7658 -1.5829 -0.06 -0.32 0.40 0.0571
H -0.3399 0.9216 -1.5867 -0.35 0.23 0.26 0.0714